(1)
Here is a cluster of 6 separate species, C29H40F3N7O2S in total at a distorted geometry from OMol25. Energies are from wB97M-V/def2-TZVPD.

Geometry as XYZ:
```
82
Properties=species:S:1:pos:R:3:mulliken_charge:R:1
O 2.251 -0.378 -0.772 -0.7125
S 0.915 0.160 -0.837 1.3601
O 0.014 -0.748 -0.170 -0.6686
C 0.873 1.725 -0.002 0.1105
C 2.050 2.558 0.009 -0.5703
C 2.080 3.755 0.678 -0.6614
C 0.931 4.237 1.398 0.5064
N 1.047 5.432 2.045 -0.6374
C -0.101 5.730 2.623 -0.4407
C -1.315 4.947 2.586 -0.2053
N -1.402 3.786 1.976 -0.5597
C -0.244 3.417 1.357 -0.0655
C -0.245 2.176 0.665 -0.0782
C 0.415 0.263 -2.628 0.8343
F 1.496 0.321 -3.414 -0.2332
F -0.175 -0.902 -2.922 -0.2337
F -0.380 1.288 -2.911 -0.2369
H 2.973 2.277 -0.509 0.3941
H 2.997 4.353 0.703 0.4380
H -0.139 6.673 3.177 0.6188
H -2.207 5.320 3.099 0.4538
H -1.164 1.578 0.673 0.4993
C 1.621 -3.544 -0.013 -0.6217
C 2.196 -4.392 -1.142 -0.4135
C 2.114 -5.897 -0.862 -0.4274
C 2.879 -6.237 0.353 0.2667
N 3.477 -6.499 1.302 -0.4988
H 2.178 -3.682 0.916 0.3793
H 1.674 -2.489 -0.269 -0.1519
H 0.574 -3.796 0.172 0.3208
H 3.237 -4.105 -1.308 0.2989
H 1.653 -4.174 -2.064 0.2860
H 2.524 -6.460 -1.702 0.3208
H 1.076 -6.204 -0.724 0.2861
C -4.094 6.923 -1.805 -1.1300
C -3.253 7.829 -0.912 -0.3817
C -1.766 7.814 -1.278 -0.4732
C -1.219 6.452 -1.138 0.2361
N -0.791 5.388 -1.029 -0.3421
H -3.796 5.878 -1.709 0.3334
H -5.146 6.988 -1.528 0.3274
H -4.001 7.212 -2.854 0.3036
H -3.379 7.520 0.128 0.2658
H -3.626 8.853 -0.989 0.3154
H -1.209 8.485 -0.622 0.2616
H -1.621 8.149 -2.306 0.3088
C 1.889 -10.217 0.785 -1.1576
C 0.727 -9.916 1.724 -0.3554
C -0.407 -10.941 1.617 -0.3926
C -0.958 -10.954 0.249 0.2336
N -1.390 -10.961 -0.819 -0.4221
H 1.580 -10.180 -0.262 0.3457
H 2.682 -9.480 0.917 0.2887
H 2.308 -11.206 0.984 0.3517
H 0.342 -8.918 1.505 0.2325
H 1.094 -9.900 2.752 0.2991
H -1.207 -10.692 2.315 0.2823
H -0.044 -11.941 1.861 0.2833
C -1.506 -1.999 -6.599 -1.2105
C -2.667 -1.697 -5.658 -0.1145
C -3.801 -2.721 -5.764 -0.4883
C -4.355 -2.733 -7.131 0.2301
N -4.788 -2.740 -8.198 -0.4222
H -1.817 -1.959 -7.644 0.4342
H -0.711 -1.263 -6.469 0.3069
H -1.088 -2.988 -6.402 0.3084
H -3.051 -0.698 -5.875 0.2839
H -2.297 -1.682 -4.630 0.0863
H -4.600 -2.472 -5.064 0.3045
H -3.439 -3.721 -5.520 0.2918
C 3.336 5.563 5.653 -1.1068
C 2.610 5.328 6.974 -0.4268
C 1.197 4.766 6.785 -0.3772
C 0.373 5.709 6.006 0.3399
N -0.271 6.444 5.398 -0.5350
H 2.823 6.306 5.039 0.3296
H 4.345 5.934 5.836 0.3345
H 3.414 4.638 5.079 0.2824
H 2.561 6.269 7.526 0.2984
H 3.190 4.630 7.581 0.3100
H 0.723 4.602 7.753 0.3042
H 1.233 3.810 6.259 0.2645
```

Results
gap between HOMO and LUMO	8.9	eV
LUMO level	-0.8	eV
HOMO	-9.7	eV
SMILES string	O=S(=O)(c1ccc2nccnc2c1)C(F)(F)F.CCCC#N.CCCC#N.CCCC#N.CCCC#N.CCCC#N
charge	0
2S+1	1
E_tot	-64232.974	eV



(2)
Here is a structure of composition C35H47F3N7O3RuS3Si at a distorted geometry from OMol25. Energies are from wB97M-V/def2-TZVPD.

Geometry as XYZ:
```
100
Properties=species:S:1:pos:R:3:mulliken_spin:R:1
Ru 0.711 -0.616 -0.159 2.5517
S -0.156 -1.983 1.926 0.4723
C -0.463 -3.396 0.976 0.0330
N -0.888 -4.552 1.588 0.4870
N -0.789 -4.631 2.901 0.2809
C -1.297 -5.698 3.625 -0.0843
C -1.144 -5.726 5.012 0.0985
C -1.698 -6.754 5.741 -0.0479
C -2.455 -7.747 5.134 0.0889
C -2.625 -7.714 3.740 -0.0468
C -2.054 -6.684 2.984 0.0965
N -0.404 -3.480 -0.326 0.2537
N -0.045 -2.474 -1.053 0.3505
C -0.213 -2.594 -2.490 -0.1493
C -0.810 -3.725 -3.013 0.1312
C -1.011 -3.771 -4.412 -0.0618
C -0.734 -2.638 -5.205 0.1032
C -0.124 -1.515 -4.601 -0.0742
C 0.206 -1.500 -3.257 0.0923
H -0.461 -3.844 3.455 -0.0316
H -0.559 -4.929 5.498 0.0022
H -1.536 -6.812 6.802 -0.0025
H -2.809 -8.607 5.688 0.0056
H -3.184 -8.558 3.351 -0.0019
H -2.152 -6.757 1.887 0.0174
H -1.086 -4.587 -2.430 0.0125
H -1.411 -4.663 -4.868 -0.0031
H -0.809 -2.716 -6.262 0.0083
H 0.126 -0.727 -5.288 -0.0023
H 0.905 -0.718 -2.876 0.0524
F 5.368 4.097 0.146 0.0004
C 4.653 3.035 0.573 -0.0028
F 5.520 2.335 1.315 0.0003
F 3.714 3.549 1.397 -0.0003
C 4.125 2.157 -0.554 -0.0149
C 4.956 2.096 -1.665 -0.0086
C 4.616 1.327 -2.783 0.0244
C 3.385 0.664 -2.771 0.0016
N 2.611 0.714 -1.670 0.0527
C 2.960 1.429 -0.602 -0.0201
S 1.887 1.189 0.758 0.0624
H 5.935 2.548 -1.642 -0.0002
H 5.226 1.197 -3.636 0.0010
H 3.066 0.034 -3.605 0.0025
C 4.881 -4.116 -1.572 0.0001
N 4.282 -2.930 -0.930 0.0011
C 4.829 -2.039 -0.046 0.0033
C 3.863 -1.181 0.360 0.0157
N 2.670 -1.608 -0.231 -0.0248
C 2.980 -2.652 -0.994 0.0089
H 5.702 -3.813 -2.306 0.0001
H 4.052 -4.623 -2.089 -0.0007
H 5.280 -4.769 -0.811 0.0002
H 5.877 -2.084 0.180 -0.0002
H 3.898 -0.289 0.974 -0.0083
H 2.295 -3.255 -1.579 0.0161
C 0.193 4.132 2.275 0.0040
C -0.705 3.008 2.731 0.0083
C -1.855 3.712 3.456 -0.0003
C 0.069 2.053 3.623 -0.0031
O -1.280 2.268 1.688 0.0434
Si -1.554 2.287 0.106 -0.0507
S -1.327 0.272 -0.662 0.2357
O -3.079 2.692 -0.236 -0.0147
C -4.431 2.243 -0.168 0.0094
C -4.585 1.522 1.174 -0.0035
C -5.374 3.435 -0.161 -0.0011
C -4.593 1.329 -1.349 0.0062
O -0.552 3.343 -0.605 0.0114
C -0.296 4.021 -1.853 0.0162
C 0.639 5.158 -1.511 -0.0026
C -1.557 4.523 -2.541 0.0006
C 0.489 3.036 -2.750 -0.0166
H 0.541 4.755 3.112 0.0009
H -0.340 4.855 1.629 -0.0002
H 1.049 3.788 1.727 0.0019
H -1.543 4.216 4.394 0.0001
H -2.641 3.047 3.693 0.0001
H -2.272 4.492 2.789 0.0000
H 0.469 2.669 4.414 0.0009
H 0.893 1.606 3.089 -0.0026
H -0.536 1.229 4.035 0.0001
H -4.187 2.194 1.953 0.0000
H -4.084 0.554 1.178 0.0054
H -5.626 1.270 1.429 -0.0001
H -5.198 4.029 0.741 0.0000
H -6.416 3.085 -0.198 0.0002
H -5.198 4.093 -1.014 -0.0002
H -3.870 0.544 -1.348 0.0014
H -4.359 1.884 -2.241 -0.0013
H -5.558 0.847 -1.519 0.0004
H 0.140 5.878 -0.844 0.0003
H 0.901 5.624 -2.455 -0.0002
H 1.557 4.762 -1.087 0.0024
H -2.065 5.171 -1.813 0.0001
H -2.318 3.847 -2.840 0.0001
H -1.266 5.112 -3.440 -0.0001
H 1.411 2.700 -2.226 0.0036
H 0.777 3.598 -3.657 -0.0003
H -0.127 2.220 -3.003 0.0022
```

Results
gap between HOMO and LUMO (alpha / beta)	6.6 / 6.2	eV
LUMO level (alpha / beta)	0.2 / -1.9	eV
HOMO (alpha / beta)	-6.4 / -8.1	eV
charge	0
2S+1	6
E_tot	-104751.801	eV



(3)
Here is an isolated molecule of C5H11NO at a distorted geometry from OMol25. Energies are from wB97M-V/def2-TZVPD.

Geometry as XYZ:
```
18
Properties=species:S:1:pos:R:3:mulliken_charge:R:1
C 0.778 1.754 -1.263 -1.2215
C -0.245 1.256 -0.231 -0.0715
C -0.937 -0.032 -0.653 -0.8005
C -0.076 -1.271 -0.540 0.4919
O 0.050 -2.024 -1.481 -0.6265
N 0.585 -1.503 0.647 -0.2103
C -0.021 -1.183 1.954 -0.8696
H 0.849 2.836 -1.296 0.3575
H 1.789 1.362 -1.205 0.3239
H 0.503 1.453 -2.276 0.2923
H -0.893 2.085 0.057 0.4121
H 0.365 1.058 0.661 0.0475
H -1.880 -0.126 -0.115 0.3271
H -1.211 0.020 -1.709 0.3471
H 0.977 -2.433 0.641 0.3023
H 0.333 -0.220 2.319 0.2525
H -1.087 -1.047 1.827 0.2894
H 0.122 -1.987 2.663 0.3565
```

Results
gap between HOMO and LUMO	10.4	eV
LUMO level	0.9	eV
HOMO	-9.5	eV
SMILES string	CCCC(=O)NC
charge	0
2S+1	1
E_tot	-8901.040	eV